C4H5N3S in the gas phase at a distorted geometry. Source: the OMol25 dataset; level of theory: wB97M-V/def2-TZVPD.

Computed properties:
* highest occupied orbital energy: -0.3115 hartree
* Kohn-Sham gap: 7.3 eV
* ΔE to the lowest compared entry with this formula, charge and spin: 147.0 kcal/mol
* max |F|: 9.89 eV/A

Each line ends with the natural charge from an NBO analysis.
Geometry (Å):
1 C -0.95800 -1.76307 2.11272  -0.482
2 N -1.77734 -1.00012 1.21613  -0.308
3 N -1.58716 -0.29427 0.23848  -0.060
4 C -0.30380 0.10573 -0.08478  -0.122
5 C 0.97497 -0.28881 0.56281  0.197
6 N 2.16027 -0.39882 0.89218  -0.283
7 C -0.14245 0.97973 -1.14545  -0.345
8 S 1.07476 1.44974 -2.01314  0.082
9 H -0.08305 -2.01518 1.29759  0.250
10 H -1.58142 -2.87875 2.35469  0.242
11 H -0.65507 -1.13717 3.24615  0.248
12 H -2.72208 -0.59976 1.81558  0.370
13 H -1.14931 1.08605 -1.60309  0.210

C4H5N3S in the gas phase. Source: the OMol25 dataset; level of theory: wB97M-V/def2-TZVPD.

Computed properties:
* highest occupied orbital energy: -0.2913 hartree
* Kohn-Sham gap: 8.7 eV
* ΔE to the lowest compared entry with this formula, charge and spin: 43.7 kcal/mol
* max |F|: 0.35 eV/A

Each line ends with the natural charge from an NBO analysis.
Geometry (Å):
1 H 2.35517 2.04003 -0.66471  0.351
2 N 1.77942 1.20923 -0.71329  -0.685
3 C 0.84844 1.31657 0.13886  0.284
4 N -0.12612 0.35447 0.33526  -0.292
5 N -1.07403 0.63947 1.29888  -0.223
6 C -1.91433 -0.30989 1.39353  -0.130
7 S -1.69364 -1.67865 0.33103  0.313
8 C -0.26088 -0.87619 -0.34599  -0.001
9 C 0.51424 -1.37954 -1.30162  -0.490
10 H 0.67002 2.15315 0.81245  0.177
11 H -2.72771 -0.26768 2.11249  0.230
12 H 1.37275 -0.85945 -1.67356  0.256
13 H 0.25667 -2.34153 -1.72333  0.208

C4H5N3S in the gas phase at a distorted geometry. Source: the OMol25 dataset; level of theory: wB97M-V/def2-TZVPD.

Computed properties:
* highest occupied orbital energy: -0.3463 hartree
* Kohn-Sham gap: 8.3 eV
* ΔE to the lowest compared entry with this formula, charge and spin: 32.6 kcal/mol
* max |F|: 1.61 eV/A

Each line ends with the natural charge from an NBO analysis.
Geometry (Å):
1 H -1.02799 2.72500 0.08403  0.359
2 N -0.41350 1.93566 0.23444  -0.550
3 C -0.97370 0.81102 0.08237  0.324
4 N -2.30077 0.42784 -0.26001  -0.484
5 C -2.22312 -0.84424 -0.30379  0.285
6 N -0.97853 -1.44297 0.02757  -0.466
7 C -0.18364 -0.45840 0.27578  0.274
8 C 1.20406 -0.54870 0.82388  -0.582
9 S 2.39007 -0.07195 -0.43895  -0.009
10 H -3.06052 -1.49352 -0.59140  0.199
11 H 1.38604 -1.59850 1.04151  0.254
12 H 1.25199 0.05128 1.70201  0.246
13 H 2.11729 1.26512 -0.49653  0.150

A gas-phase ion, C4H5N4S (charge -1) at a distorted geometry. Source: the OMol25 dataset; level of theory: wB97M-V/def2-TZVPD.

Computed properties:
* highest occupied orbital energy: -0.1695 hartree
* Kohn-Sham gap: 7.7 eV
* net charge: -1
* ΔE to the lowest compared entry with this formula, charge and spin: 10.1 kcal/mol
* max |F|: 4.32 eV/A

Each line ends with the natural charge from an NBO analysis.
Geometry (Å):
1 C -0.33532 -0.85922 -0.07360  0.167
2 C -1.13270 1.32919 0.22283  -0.171
3 C 1.50064 0.88823 -0.10099  -0.618
4 C 0.09504 0.46651 -0.46517  -0.301
5 N -0.68559 -2.92825 -0.25739  -0.161
6 N -0.58208 -1.84173 -0.97618  -0.344
7 N -0.29733 -1.31772 1.19745  -0.378
8 N -0.57483 -2.64307 1.06268  -0.186
9 S -2.31229 2.08470 -0.60950  -0.047
10 H -0.91684 1.25012 1.21599  0.174
11 H 1.55530 0.64889 1.04100  0.216
12 H 1.58033 2.00553 -0.25495  0.205
13 H 2.22484 0.18269 -0.54842  0.228
14 H -0.11919 0.73413 -1.45375  0.215

A molecular structure, C4H5N6O at a distorted geometry. Source: the OMol25 dataset; level of theory: wB97M-V/def2-TZVPD.

Computed properties:
* highest occupied orbital energy (alpha / beta): -0.4209 / -0.4209 hartree
* Kohn-Sham gap (alpha / beta): 3.4 / 3.3 eV
* net charge: +1
* ΔE to the lowest compared entry with this formula, charge and spin: 38.8 kcal/mol
* max |F|: 3.24 eV/A

Each line ends with the natural charge from an NBO analysis.
Geometry (Å):
1 C 0.50262 -0.33876 -0.22016  0.215
2 C -0.93150 -1.28119 -1.81938  0.322
3 C -0.09534 0.92398 0.31173  0.603
4 C -0.15172 -2.42369 -1.95597  0.362
5 N 1.26137 -1.28044 -0.35646  0.016
6 N -0.73140 -0.26291 -1.10743  -0.060
7 N -1.12754 0.87214 -0.68365  -0.192
8 N 1.11417 -2.26793 -1.13545  -0.163
9 N -0.28150 -3.67116 -2.42693  -0.672
10 N 0.25923 4.04808 3.33223  -1.083
11 O 0.15867 1.74669 1.13009  -0.340
12 H -0.97668 -3.92438 -3.11297  0.450
13 H 0.63008 -4.16805 -2.47390  0.456
14 H -0.59474 4.39739 3.02507  0.362
15 H 0.29215 3.08329 3.43256  0.355
16 H 0.67215 4.54695 4.06059  0.368

C4H5NO in the gas phase at a distorted geometry. Source: the OMol25 dataset; level of theory: wB97M-V/def2-TZVPD.

Computed properties:
* highest occupied orbital energy: -0.4084 hartree
* Kohn-Sham gap: 12.0 eV
* ΔE to the lowest compared entry with this formula, charge and spin: 35.9 kcal/mol
* max |F|: 1.09 eV/A

Each line ends with the natural charge from an NBO analysis.
Geometry (Å):
1 C -1.34258 -0.31775 -0.15817  -0.647
2 C -0.31063 0.73082 0.15617  0.095
3 O 0.42737 0.56333 1.35892  -0.451
4 C 1.14009 0.46753 0.14110  -0.058
5 C 1.64087 -0.85450 -0.20720  0.247
6 N 2.04469 -1.89780 -0.49952  -0.290
7 H -2.08933 -0.34181 0.64170  0.232
8 H -1.85134 -0.08097 -1.09722  0.224
9 H -0.89597 -1.31283 -0.24274  0.232
10 H -0.60172 1.76676 -0.02887  0.192
11 H 1.83854 1.27722 -0.06419  0.225

C4H5NO in the gas phase at a distorted geometry. Source: the OMol25 dataset; level of theory: wB97M-V/def2-TZVPD.

Computed properties:
* highest occupied orbital energy: -0.3734 hartree
* Kohn-Sham gap: 10.7 eV
* ΔE to the lowest compared entry with this formula, charge and spin: 33.7 kcal/mol
* max |F|: 1.14 eV/A

Each line ends with the natural charge from an NBO analysis.
Geometry (Å):
1 N -1.00250 -1.05308 2.56370  -0.323
2 C -0.52398 -0.41917 1.72095  0.287
3 C 0.05372 0.42716 0.70755  -0.383
4 C -0.70829 0.66732 -0.58090  -0.408
5 C 0.58462 -0.04391 -0.65679  0.123
6 O 0.51964 -1.35258 -1.10671  -0.685
7 H 0.58013 1.28747 1.11705  0.253
8 H -0.82107 1.68695 -0.92884  0.227
9 H -1.56563 0.01643 -0.73071  0.243
10 H 1.47332 0.50594 -0.96269  0.185
11 H 1.41002 -1.72252 -1.14260  0.482

C4H5NO in the gas phase at a distorted geometry. Source: the OMol25 dataset; level of theory: wB97M-V/def2-TZVPD.

Computed properties:
* highest occupied orbital energy: -0.3798 hartree
* Kohn-Sham gap: 10.7 eV
* ΔE to the lowest compared entry with this formula, charge and spin: 30.7 kcal/mol
* max |F|: 2.18 eV/A

Each line ends with the natural charge from an NBO analysis.
Geometry (Å):
1 N -0.74618 2.97330 0.95778  -0.322
2 C -0.58679 1.83238 0.84228  0.282
3 C -0.37821 0.38071 0.70242  -0.506
4 C 0.27835 -0.00788 -0.66162  -0.469
5 C 0.35083 -1.57726 -0.78115  0.394
6 O 0.72708 -1.99410 0.28475  -0.527
7 H 0.21722 0.04610 1.56206  0.271
8 H -1.34804 -0.11684 0.78517  0.249
9 H -0.21179 0.49900 -1.48220  0.220
10 H 1.32760 0.33849 -0.60765  0.241
11 H 0.36993 -2.37391 -1.60185  0.167

C4H5NO in the gas phase at a distorted geometry. Source: the OMol25 dataset; level of theory: wB97M-V/def2-TZVPD.

Computed properties:
* highest occupied orbital energy: -0.4015 hartree
* Kohn-Sham gap: 11.8 eV
* ΔE to the lowest compared entry with this formula, charge and spin: 37.9 kcal/mol
* max |F|: 1.37 eV/A

Each line ends with the natural charge from an NBO analysis.
Geometry (Å):
1 N -1.11598 0.09943 -2.69615  -0.315
2 C -0.40628 0.40130 -1.83185  0.281
3 C 0.40881 0.78563 -0.67483  -0.531
4 C -0.25141 0.16352 0.53524  0.066
5 C 0.11769 -1.09611 1.18062  -0.107
6 O 0.45010 0.16360 1.75802  -0.477
7 H 0.36155 1.87955 -0.58244  0.258
8 H 1.45775 0.49819 -0.80316  0.257
9 H -1.30235 0.45157 0.56168  0.188
10 H -0.68123 -1.63699 1.68778  0.189
11 H 0.96136 -1.70969 0.86509  0.189

C4H5NO in the gas phase at a distorted geometry. Source: the OMol25 dataset; level of theory: wB97M-V/def2-TZVPD.

Computed properties:
* highest occupied orbital energy: -0.3412 hartree
* Kohn-Sham gap: 9.3 eV
* ΔE to the lowest compared entry with this formula, charge and spin: 120.3 kcal/mol
* max |F|: 1.07 eV/A

Each line ends with the natural charge from an NBO analysis.
Geometry (Å):
1 C 0.70168 -0.81959 -0.54519  -0.613
2 C -0.20370 0.09972 0.24896  -0.006
3 C -0.80928 1.74630 -0.43822  0.094
4 O -1.38155 0.45829 -0.44212  -0.525
5 C -0.52846 -0.38638 1.59723  0.258
6 N -0.72392 -0.79995 2.65762  -0.260
7 H 0.22155 -1.79488 -0.65888  0.239
8 H 0.87282 -0.39783 -1.53785  0.234
9 H 1.66150 -0.95567 -0.04232  0.230
10 H 0.30325 1.11932 0.48367  0.267
11 H -0.11389 1.73066 -1.32290  0.083